Below is C57H44AsFNO3P2S2Ti as an isolated structure in a non-equilibrium geometry, with properties calculated with wB97M-V/def2-TZVPD.

Calculated total energy, eV: -194372.2377
Highest occupied orbital energy, hartree: -0.35803
Frontier orbital gap, eV: 6.375

Structure (ORCA input):
```
! wB97M-V def2-TZVPD RIJCOSX def2/J DEFGRID3
* xyz 1 1
As 3.184 -0.514 2.099
Ti -1.383 0.556 -1.634
S 0.227 2.196 -1.210
S -2.249 -1.123 -0.348
P -1.376 3.118 -0.345
P -3.237 0.606 0.511
F 4.113 -3.041 -2.768
O -2.520 0.677 -3.128
O -3.871 -0.648 -4.399
O -0.003 -0.286 -2.676
N -1.061 -3.714 -4.585
C 4.562 -0.930 4.578
C -0.394 -1.348 -3.426
C 3.879 -0.090 6.724
C -2.809 4.831 -2.093
C -5.005 0.379 0.202
C 4.336 -2.063 1.652
C -0.667 5.624 -1.130
C 6.423 -2.679 0.608
C -2.995 -5.321 -4.835
C -5.911 -0.136 1.111
C 3.898 -3.353 1.568
C -0.271 3.651 3.494
C 4.707 -0.908 5.957
C 1.269 -4.526 -4.394
C -2.733 -0.358 -3.962
C 0.273 -3.526 -4.225
C 5.992 -3.992 0.534
C 5.775 -0.189 1.060
C 4.735 -4.358 1.019
C 5.978 2.580 1.287
C -0.574 -6.163 -4.760
C -1.828 7.028 -2.716
C 2.553 -4.270 -4.057
C -5.458 0.587 -1.114
C -1.242 3.823 1.297
C -0.744 6.799 -1.885
C -2.860 6.038 -2.780
C -2.300 -0.344 2.888
C -1.665 4.621 -1.283
C 4.720 0.579 1.662
C 3.442 -0.243 4.027
C 0.626 -2.276 -3.607
C 2.638 0.592 4.796
C 6.924 1.871 0.601
C -7.727 -0.022 -0.542
C 4.865 1.945 1.821
C -3.648 1.703 2.970
C 2.853 -3.060 -3.394
C -1.510 -4.977 -5.184
C -7.245 -0.209 0.750
C -3.107 0.597 2.249
C 2.876 0.708 6.168
C -2.552 0.866 5.021
C -1.857 5.455 2.983
C -2.407 1.766 -0.376
C -1.076 4.781 3.918
C -3.422 1.778 4.352
C -1.880 -2.620 -4.625
C -1.938 4.984 1.695
C -2.010 -0.175 4.251
C 6.923 0.470 0.563
C -0.485 3.113 2.232
C 5.539 -1.644 1.040
C 0.913 -5.856 -5.017
C -1.596 -1.369 -4.111
C 1.963 -2.015 -3.174
C -6.777 0.442 -1.478
H -7.988 -0.379 1.503
H 0.173 5.506 -0.487
H 7.759 2.383 0.128
H -0.773 -6.495 -3.731
H -1.483 -4.857 -6.268
H 6.026 3.689 1.304
H -1.778 -1.145 2.379
H -2.232 6.429 3.179
H -7.037 0.694 -2.486
H 7.398 -2.367 0.201
H -8.701 -0.271 -0.783
H -3.111 -5.358 -3.748
H 1.799 1.090 4.298
H 0.102 7.536 -1.804
H -0.080 2.138 1.938
H 4.073 0.003 7.809
H 5.485 -1.497 6.479
H 4.464 -5.417 1.029
H -3.282 -6.351 -5.134
H -0.790 -7.070 -5.297
H 1.483 -6.610 -4.463
H -1.429 -1.010 4.718
H 2.164 -1.082 -2.671
H 0.495 3.151 4.145
H -2.853 -2.829 -5.121
H -0.983 5.160 4.942
H -3.613 6.245 -3.506
H -4.739 0.926 -1.893
H 5.150 -1.586 3.963
H 4.124 2.478 2.428
H 2.918 -3.636 1.921
H -5.536 -0.444 2.084
H -3.736 -4.624 -5.254
H 7.750 -0.196 0.132
H -3.632 4.130 -2.138
H -4.167 2.476 2.464
H -2.651 5.517 1.033
H 6.663 -4.741 0.093
H 1.183 -5.835 -6.064
H -2.325 0.987 6.091
H -3.863 2.618 4.908
H 2.284 1.366 6.778
H -1.894 7.868 -3.337
H 3.389 -5.009 -4.191
*
```


Below is C57H47ILuN5P2 as an isolated structure in a non-equilibrium geometry, with properties calculated with wB97M-V/def2-TZVPD.

Calculated total energy, eV: -127609.1389
Highest occupied orbital energy, hartree: -0.43999
Frontier orbital gap, eV: 6.228

Structure (ORCA input):
```
! wB97M-V def2-TZVPD RIJCOSX def2/J DEFGRID3
* xyz 2 1
Lu 0.649 -1.106 0.581
I 2.878 -0.388 -1.600
P 0.955 1.596 1.730
P -0.521 -0.391 -2.118
N -3.823 -0.813 1.158
N -1.620 -1.507 0.821
N 0.059 -3.500 0.702
N 2.672 -2.779 0.785
N -1.293 -3.874 0.641
C 3.157 1.370 5.166
C 4.505 -4.820 0.920
C 4.002 -2.521 0.885
C -6.250 -3.554 0.614
C -2.042 -2.836 0.748
C 4.015 1.210 1.270
C -2.359 -0.544 -2.345
C 3.491 2.579 1.017
C 0.123 -1.657 -3.285
C 2.104 -0.773 4.683
C -2.562 3.073 0.266
C -0.328 3.908 -3.536
C -0.075 -3.000 -3.037
C 0.414 -3.943 -3.914
C -4.552 0.492 -2.153
C 3.127 3.850 -2.454
C -1.239 2.666 0.450
C -3.401 3.087 1.434
C -2.957 -1.739 -2.787
C -4.348 -2.081 0.932
C -3.143 0.542 -2.077
C 0.902 -4.431 0.813
C -1.287 3.033 -4.007
C -5.714 -2.247 0.834
C 2.485 1.901 4.076
C 2.552 5.154 0.645
C -5.357 -4.596 0.437
C 4.918 -3.516 0.940
C 4.352 3.613 0.668
C 1.614 1.112 3.314
C -0.779 2.364 1.710
C -1.140 1.639 -3.761
C 2.261 -4.069 0.860
C 3.316 2.535 -2.024
C -3.979 -4.420 0.487
C -3.455 -3.145 0.703
C 3.094 0.013 5.368
C 1.114 -3.571 -5.034
C -5.141 -0.696 -2.551
C 2.265 1.649 -2.040
C 0.769 -1.267 -4.475
C -1.619 2.415 2.827
C -2.541 -0.637 1.118
C -2.935 2.790 2.675
C 0.955 1.997 -2.553
C 0.450 -1.094 2.938
C 1.364 -0.223 3.647
C -4.338 -1.822 -2.887
C 2.115 2.845 1.107
C -0.142 1.169 -2.968
C 0.849 3.428 -2.927
C 1.915 4.351 -2.865
C 3.154 -5.098 0.946
C -1.135 2.168 4.291
C 1.242 -2.234 -5.352
C 1.623 4.139 0.900
C 3.905 4.921 0.559
H -0.239 2.630 4.467
H -5.707 -5.631 0.211
H 3.673 -0.390 6.167
H 4.615 1.233 2.196
H 3.103 0.568 1.366
H -4.414 3.270 1.208
H 1.005 -0.238 -4.710
H 1.811 5.362 -3.315
H -3.364 -5.213 0.237
H 2.816 -6.093 0.853
H -0.505 -3.443 -2.113
H -3.600 2.910 3.541
H -0.557 2.681 -0.382
H 1.994 -1.820 4.970
H 3.870 2.042 5.718
H -2.798 3.555 -0.678
H -2.336 -2.547 -3.054
H 2.218 6.195 0.486
H 2.497 2.948 3.844
H -6.341 -1.376 0.924
H -0.425 5.003 -3.570
H -7.362 -3.752 0.663
H -6.284 -0.682 -2.632
H 0.575 4.342 0.867
H -1.758 2.774 4.991
H 4.576 5.754 0.412
H 0.177 -5.028 -3.601
H 4.682 0.793 0.507
H 5.916 -3.195 0.982
H 1.505 -4.310 -5.666
H -5.105 1.373 -1.825
H 4.253 -1.460 1.055
H -1.782 0.864 -4.117
H -2.606 1.484 -1.847
H 0.463 -2.153 3.339
H 3.982 4.485 -2.384
H -4.785 -2.720 -3.264
H 1.887 -1.941 -6.188
H 4.309 2.209 -1.661
H -2.253 0.410 1.288
H 5.434 3.585 0.658
H -4.458 -0.025 1.351
H 5.252 -5.648 0.964
H -2.114 3.425 -4.671
H -0.575 -0.625 2.949
H 0.590 -5.456 0.946
H -1.124 1.138 4.599
*
```


Below is C57H49AsCl5N2O9STl as an isolated structure, with properties calculated with wB97M-V/def2-TZVPD.

Calculated total energy, eV: -220296.7092
Highest occupied orbital energy, hartree: -0.09672
Frontier orbital gap, eV: 6.319

Structure (ORCA input):
```
! wB97M-V def2-TZVPD RIJCOSX def2/J DEFGRID3
* xyz -2 1
Tl 0.555 2.945 -0.497
As -1.921 0.408 -2.661
Cl -6.553 5.700 0.663
Cl -5.380 6.496 3.450
Cl -0.390 5.519 1.546
Cl -2.286 6.375 3.899
Cl -4.639 4.800 -1.652
S -1.556 0.336 4.293
O -0.558 -1.028 -1.240
O -1.805 4.819 -0.890
O -0.649 1.442 -2.686
O 3.007 2.395 -2.035
O 1.839 2.558 1.712
O 0.217 0.400 0.256
O -1.610 0.253 5.734
O -2.533 1.181 3.658
O 2.800 3.795 3.312
N -0.006 0.696 3.892
N 2.767 -0.503 1.397
C -4.805 -0.534 0.290
C -1.662 -3.668 4.003
C -1.740 -5.278 2.065
C 0.535 3.169 3.640
C -3.999 5.275 -0.117
C 0.527 1.922 4.536
C 5.986 -0.460 -2.523
C -1.605 -2.383 4.512
C -2.717 1.723 -5.122
C -1.898 -2.787 1.783
C -0.578 -1.155 -4.622
C -4.867 2.636 -5.677
C -4.327 6.011 2.163
C -2.571 5.196 0.024
C 3.211 -1.973 3.318
C 1.912 1.953 -4.094
C 2.822 -3.098 -1.889
C 4.709 -1.176 5.039
C 2.957 1.714 -3.035
C 5.993 -1.235 -3.676
C -3.212 1.231 -3.916
C -0.683 -3.529 -4.979
C -2.108 -2.482 -3.345
C 3.584 -3.387 5.376
C 1.836 3.205 2.814
C -1.702 -1.304 3.645
C 2.711 -1.354 0.324
C 3.435 -0.783 2.601
C 4.984 0.473 -2.324
C -3.738 1.543 0.860
C -4.682 0.562 1.131
C -1.557 -1.240 -3.641
C 4.920 -0.003 4.330
C -3.988 -0.658 -0.826
C -4.546 1.461 -3.601
C -1.783 -3.883 2.631
C -1.674 -3.618 -4.010
C -3.535 2.410 -6.003
C 4.287 0.192 3.118
C 3.856 -2.157 4.546
C 0.369 -0.564 -0.528
C 3.979 0.643 -3.274
C 3.758 -2.284 0.164
C 1.676 -1.342 -0.643
C -0.141 -2.291 -5.289
C -1.876 -1.491 2.284
C 4.985 -1.085 -4.617
C -4.839 5.658 0.912
C -3.041 0.322 -1.096
C -2.943 5.962 2.353
C 2.268 -3.021 2.795
C 3.980 -0.150 -4.417
C 3.808 -3.143 -0.912
C 1.777 -2.205 -1.736
C -2.103 5.583 1.326
C -5.370 2.160 -4.476
C -2.929 1.428 -0.259
H -1.963 -2.928 0.713
H 2.318 0.408 1.332
H 2.535 -3.414 5.681
H 4.193 -3.381 6.280
H -0.092 2.091 5.417
H 2.794 -3.743 2.162
H 4.414 1.117 2.573
H -4.946 1.111 -2.657
H -0.338 3.144 2.987
H -0.326 -4.423 -5.476
H -5.506 3.194 -6.350
H 0.637 -2.215 -6.039
H 1.299 1.054 -4.200
H 1.790 -3.562 3.608
H -2.217 2.206 -0.516
H 2.866 -3.755 -2.750
H -2.854 -2.573 -2.569
H 4.635 -3.840 -1.002
H 0.129 0.691 2.876
H 1.483 -2.570 2.189
H -6.402 2.350 -4.206
H 1.544 1.702 4.868
H -5.543 -1.301 0.495
H -0.748 -5.713 2.206
H 0.978 -2.173 -2.463
H -1.583 -4.516 4.675
H -5.315 0.650 2.004
H -2.465 -5.932 2.556
H 2.380 2.194 -5.049
H 3.794 -4.304 4.821
H -1.665 1.589 -5.347
H 1.252 2.755 -3.774
H 6.762 -0.587 -1.780
H 4.984 -1.696 -5.511
H 4.545 -2.297 0.908
H 3.193 -0.055 -5.153
H 6.779 -1.963 -3.838
H 5.569 0.767 4.726
H -3.138 2.782 -6.940
H -4.105 -1.513 -1.477
H -1.470 -2.192 5.568
H -1.950 -5.262 0.996
H -3.633 2.396 1.518
H -0.138 -0.188 -4.839
H 5.195 -1.325 5.998
H -2.097 -4.583 -3.757
H 4.951 1.085 -1.431
H 0.499 4.062 4.261
H -1.968 -0.640 1.621
*
```


Below is a 7-piece molecular cluster, C57H50F5N3O12P overall in a non-equilibrium geometry, with properties calculated with wB97M-V/def2-TZVPD.

Calculated total energy, eV: -111813.4224
Highest occupied orbital energy, hartree: -0.41109
Frontier orbital gap, eV: 7.030

Structure (ORCA input):
```
! wB97M-V def2-TZVPD RIJCOSX def2/J DEFGRID3
* xyz 1 1
P -1.727 0.518 1.824
F 1.335 1.153 -2.773
F 3.010 -0.280 -0.448
F 2.337 -0.896 -2.735
F 1.358 1.253 -0.057
F 0.929 -1.029 0.181
O 7.568 0.451 -1.799
O 14.151 -5.762 3.613
O 5.088 2.238 1.015
O 6.727 -3.442 1.702
O 3.893 -7.353 3.921
O 5.050 -7.810 -1.234
O -5.643 3.454 -4.883
O -7.998 1.655 8.197
O 3.384 7.015 -0.534
O 11.566 -2.856 0.007
O -4.825 7.365 -8.372
O -3.695 -0.259 5.759
N -2.935 1.403 0.782
N -7.941 3.262 -0.144
N -3.495 2.418 1.422
C -5.455 4.354 -5.687
C -5.525 1.221 5.689
C 4.292 -6.432 0.516
C 3.291 3.747 0.851
C 12.159 -3.525 0.835
C -6.480 -0.545 -0.730
C 13.558 -5.096 2.786
C -2.324 -0.371 -1.182
C -0.089 -0.922 -2.493
C -4.684 0.182 6.320
C 4.941 -8.847 0.875
C -9.160 -0.817 -2.153
C -6.462 -0.403 -2.271
C -6.608 1.701 6.302
C 6.920 -2.548 0.897
C -4.425 3.205 0.715
C 6.016 -0.753 -0.505
C -7.752 -0.815 0.129
C -6.171 0.177 8.269
C 5.183 5.507 -0.370
C 4.159 -7.458 2.738
C 11.430 -4.306 1.858
C -9.120 -0.980 -0.587
C -3.893 5.643 -7.070
C -4.788 2.835 -0.741
C -4.428 1.227 -2.973
C -1.408 0.040 -2.476
C -7.371 3.302 -1.332
C 4.698 3.335 0.660
C 7.376 -0.442 -0.995
C -6.367 6.164 -7.065
C 1.600 -0.044 -0.573
C -4.100 4.659 -6.194
C 4.652 -8.732 2.172
C 5.612 4.306 0.021
C -5.012 6.470 -7.572
C -7.860 -0.541 -2.987
C -7.012 1.216 7.639
C 1.258 -0.141 -2.144
C -4.121 1.616 -1.464
C -3.087 0.861 -0.527
C -6.573 5.180 -6.189
C 5.804 -1.733 0.374
C 4.784 -7.706 -0.051
C -1.729 1.257 3.575
C 2.863 4.948 0.460
C 14.287 -4.315 1.764
C 13.636 -3.586 0.857
C 3.776 5.919 -0.180
C -5.849 3.772 -1.513
C 8.492 -1.257 -0.471
C -5.179 -0.173 -3.188
C -2.568 -1.197 2.049
C 4.002 -6.316 1.812
C 8.280 -2.237 0.408
C -5.088 -0.303 7.656
C 12.081 -5.035 2.765
H 5.839 6.229 -0.841
H -1.618 2.408 3.563
H -3.144 -1.117 -1.521
H 6.638 3.988 -0.110
H -10.180 -0.936 -2.675
H -2.781 1.058 4.013
H 1.836 5.266 0.591
H 0.031 -1.300 -3.580
H 11.563 -5.613 3.521
H 4.182 -5.606 -0.176
H -0.250 -1.872 -1.863
H -5.141 2.050 -3.390
H -4.515 -1.101 -3.101
H 5.302 -9.773 0.444
H 5.212 -0.147 -0.898
H -1.928 -2.003 1.530
H -5.531 3.913 -2.608
H 14.153 -3.008 0.101
H 3.642 -5.390 2.243
H -2.908 5.880 -7.450
H 4.815 -1.974 0.742
H -4.913 4.115 1.220
H 4.761 -9.557 2.864
H -7.596 -0.894 1.263
H -7.174 6.779 -7.443
H -4.460 -1.063 8.103
H -7.558 4.942 -5.808
H -0.967 0.768 4.275
H -3.294 4.044 -5.815
H -1.945 -0.158 -3.463
H -5.215 1.566 4.710
H 2.636 3.025 1.321
H 9.085 -2.843 0.800
H -3.594 -1.242 1.510
H -7.191 3.550 0.512
H 10.349 -4.253 1.829
H -6.481 -0.168 9.248
H -10.040 -1.213 0.044
H -1.636 -0.958 -0.494
H 15.368 -4.369 1.794
H -7.952 3.050 -2.295
H -1.116 1.152 -2.346
H -5.474 -0.444 -0.189
H -7.236 2.462 5.854
H 9.482 -1.016 -0.839
H -2.711 -1.452 3.167
H -5.750 4.812 -1.013
H -7.966 -0.461 -4.133
H -5.559 -0.169 -4.282
H -3.508 1.241 -3.652
*
```